No. 1
A molecular structure, C30H41FHgN3O3P2S. Source: OMol25; level of theory: ωB97M-V with the def2-TZVPD basis set.

The spin multiplicity is 2. The largest force on an atom is 0.08611 hartree/bohr. The calculation puts the LUMO energy (alpha / beta) at 0.3 / 0.3 eV. The energy relative to the best compared isomer or geometry (same formula, charge and spin) comes out at 0.984 eV.

Structure (XYZ):
```
82
Properties=species:S:1:pos:R:3:forces:R:3
Hg 0.31040 0.19200 0.31650 -2.193 -0.187 3.842
C -2.50220 -1.49790 -0.43790 0.163 -0.139 0.090
C -1.68750 -2.68890 0.10370 -0.074 0.288 0.004
N -0.29810 -2.30260 0.32890 0.141 -0.610 -0.358
C 0.35240 -2.92210 1.47340 0.041 -0.058 0.031
C -0.24940 -2.47830 2.80960 -0.093 0.367 -0.018
S -0.65510 -0.70140 2.93860 -0.350 -0.240 0.409
C -2.47140 -0.66320 2.65830 0.548 0.073 0.073
C -2.89690 0.11540 1.41340 0.017 -0.077 0.083
N -2.15790 -0.23320 0.20810 -0.695 0.315 -0.351
H -3.57550 -1.71850 -0.33520 0.099 -0.020 -0.105
H -2.26640 -1.38510 -1.49640 -0.049 0.051 -0.015
H -1.77570 -3.51720 -0.61330 -0.024 0.057 0.196
H -2.11710 -3.02570 1.04700 0.028 -0.073 -0.008
H 0.24880 -2.48610 -0.50790 0.020 0.092 0.124
H 1.40580 -2.63130 1.43640 -0.076 -0.032 -0.049
H 0.29260 -4.02290 1.44510 0.110 0.108 0.004
H 0.47010 -2.65750 3.60840 -0.058 -0.144 -0.029
H -1.15990 -3.02550 3.04870 0.029 -0.055 0.076
H -2.89180 -0.17440 3.54020 -0.110 -0.163 -0.122
H -2.81550 -1.69380 2.62810 -0.085 -0.029 0.065
H -2.72450 1.17960 1.60200 -0.053 -0.069 -0.087
H -3.98260 -0.04590 1.28960 0.152 0.122 -0.001
H -2.29880 0.50760 -0.47330 0.129 -0.060 0.093
C 5.04610 1.66250 -5.23120 -0.006 -0.248 0.085
C 5.68570 0.69710 -4.23380 0.255 0.305 -0.342
C 7.01080 1.26070 -3.71720 0.019 -0.372 -0.047
C 7.67220 0.22350 -2.82660 -0.089 0.133 -0.061
C 6.72010 -0.19050 -1.74270 -0.182 -0.016 -0.029
C 7.24640 -0.69660 -0.54430 -0.018 -0.158 0.289
C 6.38300 -1.08700 0.45040 0.029 0.069 -0.090
F 6.89140 -1.60530 1.60290 -0.095 0.069 -0.154
C 5.01770 -0.95680 0.32550 0.103 0.014 0.142
C 4.46580 -0.41060 -0.85010 -0.531 -0.123 0.086
C 3.04960 -0.21150 -0.95270 0.708 -0.014 -0.206
O 2.29780 -0.38130 0.10940 2.517 -1.338 -0.167
C 2.56980 0.20810 -2.22800 -0.004 0.040 -0.223
C 3.45500 0.47380 -3.23320 -0.401 -0.064 0.003
N 4.80940 0.41690 -3.10100 -0.355 0.163 -0.107
C 5.34610 -0.06090 -1.91040 0.711 -0.284 0.459
C 1.12780 0.41200 -2.59460 0.126 -0.109 -0.563
O 0.83230 0.62030 -3.76730 -0.076 0.128 -0.149
O 0.22470 0.39030 -1.66900 -0.407 -0.102 -3.497
H 5.80780 2.04550 -5.90760 0.059 -0.028 -0.021
H 4.59070 2.50030 -4.70730 -0.021 0.106 0.023
H 4.28270 1.17420 -5.83200 -0.079 0.054 -0.049
H 5.90300 -0.25170 -4.74900 0.013 0.058 0.026
H 6.81470 2.17140 -3.14840 -0.029 0.114 0.001
H 7.66510 1.51020 -4.55540 -0.140 0.034 -0.036
H 8.58550 0.62070 -2.38100 0.036 -0.016 0.007
H 7.95660 -0.64460 -3.43060 0.075 0.022 -0.008
H 8.31120 -0.79000 -0.41050 0.168 -0.016 0.033
H 4.36600 -1.27280 1.11990 -0.055 -0.077 0.046
H 3.04770 0.74590 -4.19070 0.036 0.073 -0.037
C -0.60180 4.46630 0.15100 0.117 -0.198 -0.051
P -0.13760 2.80420 -0.54270 -0.857 1.422 -0.049
C -0.85140 3.10960 -2.20460 0.173 -0.103 0.040
C 1.66450 3.03780 -0.72380 0.059 -0.134 0.252
C 2.19490 3.62760 -1.86030 0.184 0.114 -0.101
C 3.56610 3.72780 -2.03830 -0.038 0.005 0.130
C 4.42220 3.20980 -1.07870 0.036 0.123 -0.211
C 3.91040 2.61940 0.06080 -0.216 0.160 0.246
C 2.53500 2.55720 0.27850 0.247 -0.122 -0.492
P 1.81660 1.69530 1.69930 0.412 0.850 1.284
C 1.60800 3.10980 2.88980 -0.180 -0.265 -0.252
C 3.12640 0.85350 2.65430 -0.025 -0.056 -0.198
H -0.21520 5.25610 -0.49490 -0.033 0.066 0.039
H -0.21280 4.60840 1.15380 -0.031 0.058 0.046
H -1.68990 4.52820 0.18950 -0.027 0.047 -0.001
H -0.64360 4.12310 -2.54930 -0.029 0.023 -0.050
H -1.93290 2.99910 -2.09360 0.016 0.017 -0.054
H -0.49500 2.37400 -2.92250 -0.026 -0.016 -0.064
H 1.53710 4.00090 -2.63040 -0.056 0.002 -0.092
H 3.95710 4.20560 -2.92600 0.050 -0.018 -0.058
H 5.49290 3.25220 -1.22190 0.070 -0.013 -0.011
H 4.59540 2.20030 0.78360 0.048 -0.049 0.009
H 2.58310 3.56100 3.08300 -0.038 0.019 0.030
H 1.19330 2.71340 3.81660 0.018 0.042 0.069
H 0.93120 3.86660 2.50530 0.039 0.020 0.021
H 4.07530 1.38070 2.56100 0.046 -0.064 0.173
H 3.24300 -0.16730 2.31040 0.016 0.061 -0.026
H 2.80790 0.85070 3.69760 0.043 0.075 0.010
```
Forces are in eV/Å.

No. 2
A molecular structure, C30H41FN11O6S2SeSr. Source: OMol25; level of theory: ωB97M-V with the def2-TZVPD basis set.

The spin multiplicity is 1. Its net charge is +1. The largest force on an atom is 0.08881 hartree/bohr. The calculation puts the LUMO energy at -2.6 eV.

Structure (XYZ):
```
93
Properties=species:S:1:pos:R:3:forces:R:3
Sr 0.99738 0.13850 0.29840 -2.796 0.003 3.611
C -3.30903 0.42759 2.04440 0.099 -0.057 0.013
C -2.37990 -0.04456 3.10919 -0.063 0.004 -0.159
N -1.15470 -0.45589 2.92165 0.047 -0.035 0.020
C -0.58243 -0.83201 4.12101 0.134 -0.036 -0.015
C -1.38296 -0.68808 5.21052 -0.003 -0.035 0.029
S -2.90376 -0.08907 4.74510 -0.045 0.057 0.025
C 0.79586 -1.34657 4.20065 -0.142 0.120 -0.203
C 1.31733 -1.89739 5.32937 -0.007 -0.004 0.068
S 2.94763 -2.29450 5.08589 0.066 -0.058 0.002
C 2.84618 -1.72462 3.47393 -0.138 -0.015 0.033
N 1.66906 -1.26461 3.13114 0.181 0.070 0.087
C 4.05876 -1.80058 2.61247 -0.006 0.044 -0.070
H -2.77966 0.47413 1.09738 0.024 -0.043 -0.035
H -3.67629 1.43019 2.26156 -0.012 0.009 -0.014
H -4.17821 -0.22658 1.96198 -0.012 -0.031 -0.021
H -1.15496 -0.88878 6.24133 0.042 -0.010 0.064
H 0.83423 -2.07012 6.27344 -0.057 -0.014 0.046
H 4.88245 -2.27009 3.14783 -0.004 0.022 -0.007
H 4.36392 -0.80350 2.29956 0.006 0.046 -0.038
H 3.83516 -2.38841 1.72684 0.013 -0.064 -0.108
N 1.51935 3.40184 0.94982 -0.143 0.016 -0.163
N 2.11649 3.94481 -0.20460 0.164 0.168 -0.055
C 2.23520 3.18944 -1.30911 0.065 0.244 0.065
N 2.77710 3.70326 -2.40831 0.086 0.069 0.027
N 1.69986 1.97620 -1.19811 0.088 0.024 -0.351
N 1.88624 1.06253 -2.13980 -0.488 0.261 -0.258
O 1.19027 0.04311 -1.97662 0.413 -0.040 -1.605
O 2.66668 1.16488 -3.05786 0.323 0.120 -0.682
H 0.49784 3.48871 0.87277 0.151 0.009 0.076
H 1.88997 3.88662 1.75806 -0.031 -0.036 -0.078
H 2.19882 4.95106 -0.29844 -0.082 -0.222 0.004
H 3.25249 4.59055 -2.38187 0.013 -0.027 -0.013
H 2.95154 3.08263 -3.18862 -0.006 0.167 0.153
C -7.34503 2.92177 -0.65268 0.026 -0.011 0.006
C -5.86026 2.67910 -0.60111 -0.037 0.015 0.017
C -5.26078 1.68364 -1.35444 0.019 -0.037 0.002
C -3.88303 1.47379 -1.33901 -0.039 -0.023 0.000
C -3.30845 0.36964 -2.18181 -0.007 0.038 -0.005
C -3.06511 2.28471 -0.54380 0.008 0.120 -0.051
Se -1.16228 2.08915 -0.57879 -0.392 0.189 -0.092
C -3.65997 3.28699 0.24110 -0.036 0.005 0.020
C -2.84472 4.17063 1.14310 0.012 -0.011 -0.068
C -5.03717 3.46317 0.19838 -0.003 -0.021 0.016
H -7.85139 2.14907 -1.23009 -0.004 -0.007 0.000
H -7.56745 3.88381 -1.11725 0.000 0.009 -0.010
H -7.77981 2.93788 0.34770 -0.003 -0.004 0.010
H -5.88019 1.05293 -1.98374 -0.007 -0.015 -0.017
H -4.10319 -0.19344 -2.67225 -0.014 -0.012 -0.022
H -2.71297 -0.30799 -1.56339 0.009 0.003 0.001
H -2.62732 0.76091 -2.93997 0.020 0.006 0.004
H -2.22013 3.57509 1.81232 0.025 -0.022 0.025
H -3.49137 4.81195 1.73954 -0.018 0.037 0.017
H -2.16731 4.80026 0.56202 0.016 -0.008 0.002
H -5.48333 4.24038 0.80995 -0.004 0.031 0.007
F 6.19918 3.12068 -1.03089 0.002 0.063 0.032
C 5.82257 2.03318 -1.71347 -0.084 -0.079 -0.215
C 5.56781 0.87907 -1.09710 0.123 0.000 0.060
N 5.15734 -0.24352 -1.78709 0.407 0.205 -0.183
C 4.58311 -1.35241 -1.06713 0.212 -0.314 -0.112
C 3.32861 -0.91532 -0.36427 0.193 -0.516 0.304
O 2.38196 -1.73727 -0.25179 0.561 -0.514 -0.078
O 3.29872 0.24978 0.10260 0.860 -0.122 0.046
C 5.04683 -0.24957 -3.16810 0.033 0.212 -0.025
O 4.66441 -1.20381 -3.80069 -0.003 -0.176 -0.102
N 5.40561 0.94273 -3.76833 0.104 0.118 -0.090
C 5.65381 2.17077 -3.15648 0.050 -0.518 0.274
O 5.71710 3.19782 -3.78413 -0.032 0.381 -0.219
H 5.66227 0.78427 -0.02399 -0.004 0.001 -0.122
H 5.28841 -1.72852 -0.31985 0.001 -0.002 0.000
H 4.35690 -2.14956 -1.76997 0.096 0.066 -0.001
H 5.28815 0.96426 -4.77433 -0.017 -0.012 0.105
C -0.15193 -4.89673 -0.33756 0.030 0.000 -0.003
C 0.19664 -3.60950 0.44170 -0.017 -0.055 0.034
N -0.60205 -2.48983 -0.06360 0.233 0.074 -0.131
C -0.47258 -2.42025 -1.52564 0.028 -0.049 -0.016
C -1.18192 -3.62145 -2.17931 -0.011 0.006 -0.023
N -1.42632 -4.62856 -1.08887 -0.034 -0.097 -0.035
C -2.46305 -4.10332 -0.14022 -0.072 -0.016 0.031
C -1.99713 -2.69930 0.30200 -0.086 0.114 -0.001
H -0.32499 -5.75785 0.30619 0.008 0.012 -0.004
H 0.60409 -5.15275 -1.07893 -0.013 0.001 0.001
H 1.25022 -3.37896 0.32234 0.014 0.005 0.008
H -0.01180 -3.72395 1.50547 -0.027 -0.007 0.013
H 0.58788 -2.41216 -1.76937 0.028 0.004 -0.007
H -0.90286 -1.48946 -1.89286 -0.016 0.018 0.010
H -0.58188 -4.10198 -2.94986 0.009 -0.002 0.009
H -2.15537 -3.36579 -2.59668 0.001 0.001 0.011
H -1.76122 -5.49660 -1.50371 0.028 0.054 0.021
H -2.52646 -4.81157 0.68497 0.011 0.004 -0.004
H -3.41669 -4.08812 -0.66556 0.010 0.011 0.006
H -2.10318 -2.58604 1.37757 -0.028 0.035 0.080
H -2.59885 -1.93256 -0.17977 -0.049 0.083 0.015
```
Forces are in eV/Å.